Entry 1:
{
  "formula": "FH2PS",
  "method": "ωB97M-V/def2-TZVPD",
  "lumo_energy_ev": [-1.19, -2.67],
  "relative_energy_kj_mol": 434.2,
  "gap_ev": [9.070, 6.207],
  "symbols": ["F", "P", "S", "H", "H"],
  "positions_angstrom": [[1.5341, -0.2471, -0.8945], [-1.9444, 0.0901, 0.0393], [2.9604, -0.7987, -0.2270], [-1.3351, -0.2331, 1.2540], [-1.2150, 1.1888, -0.1717]],
  "mulliken_charge": [-0.19, -0.04, 0.18, 0.03, 0.02]
}

=====

Entry 2:
{
  "formula": "FH2PS3",
  "method": "ωB97M-V/def2-TZVPD",
  "lumo_energy_ev": -1.32,
  "relative_energy_kj_mol": 148.1,
  "smiles": "FP=S.SS",
  "gap_ev": 8.232,
  "symbols": ["F", "P", "S", "S", "S", "H", "H"],
  "positions_angstrom": [[-1.8817, 0.2493, -0.9477], [-2.1186, -0.0193, 0.7544], [-2.7991, 1.5668, 1.6197], [2.5786, -0.3734, 0.4136], [0.6372, -0.0666, -0.2025], [3.1291, -0.1941, -0.6974], [0.4544, -1.1626, -0.9402]],
  "mulliken_charge": [-0.31, 0.46, -0.20, -0.17, -0.11, 0.14, 0.20]
}

=====

Entry 3:
{
  "formula": "FH3NO2P",
  "method": "ωB97M-V/def2-TZVPD",
  "lumo_energy_ev": [-1.57, -1.53],
  "relative_energy_kj_mol": 410.0,
  "gap_ev": [9.332, 7.947],
  "symbols": ["N", "O", "O", "F", "P", "H", "H", "H"],
  "positions_angstrom": [[-0.0632, 1.3950, 0.9115], [1.5313, -0.6428, 0.6048], [-0.6015, -0.6911, -2.0355], [-0.6982, -1.2136, 1.3241], [0.0769, -0.0772, 0.4908], [-0.9555, 1.8519, 0.9099], [2.1626, -0.3499, -0.0554], [-1.4525, -0.2724, -2.1502]],
  "mulliken_charge": [-0.48, -0.41, -0.61, -0.24, 0.82, 0.26, 0.37, 0.29]
}

=====

Entry 4:
{
  "formula": "FH3NO4PPbS2",
  "method": "ωB97M-V/def2-TZVPD",
  "lumo_energy_ev": -10.19,
  "charge": 2,
  "gap_ev": 8.334,
  "symbols": ["O", "S", "O", "F", "N", "P", "O", "O", "S", "H", "H", "H", "Pb"],
  "positions_angstrom": [[-2.0312, 0.0861, -0.5813], [-1.1474, -1.0668, -0.8909], [-1.5690, -1.8384, -1.9596], [-1.0276, -1.8876, 0.3306], [0.3477, -0.4559, -1.0767], [0.9030, 0.5805, 0.2239], [0.3769, -0.1231, 1.5328], [2.4436, 0.5239, 0.1743], [0.2178, 2.4127, 0.1157], [0.3310, 0.1516, -1.9058], [0.8625, 0.1521, 2.3283], [2.7856, -0.0846, 0.8512], [-2.4928, 1.5498, 0.8574]],
  "mulliken_charge": [-0.41, 1.22, -0.40, -0.10, -0.28, 0.76, -0.46, -0.38, -0.27, 0.40, 0.36, 0.38, 1.18]
}

=====

Entry 5:
{
  "formula": "FH3OP2",
  "method": "ωB97M-V/def2-TZVPD",
  "lumo_energy_ev": -0.16,
  "relative_energy_kj_mol": 229.6,
  "gap_ev": 8.541,
  "symbols": ["O", "F", "P", "P", "H", "H", "H"],
  "positions_angstrom": [[-1.1718, -0.2033, 0.6395], [2.7906, 0.6128, 0.0330], [0.0329, 0.7441, 0.1400], [1.6877, -0.6130, 0.1726], [-1.7109, -0.6114, -0.1492], [0.5426, 1.3351, 1.3911], [1.4978, -1.3139, -1.7187]],
  "mulliken_charge": [-0.49, -0.27, 0.11, 0.21, 0.37, 0.08, -0.01]
}

=====

Entry 6:
{
  "formula": "FH3OSi",
  "method": "ωB97M-V/def2-TZVPD",
  "lumo_energy_ev": [0.80, -3.35],
  "spin_multiplicity": 3,
  "relative_energy_kj_mol": 279.9,
  "gap_ev": [10.325, 8.081],
  "symbols": ["O", "F", "Si", "H", "H", "H"],
  "positions_angstrom": [[-0.9983, 0.3494, -0.0713], [-2.3664, -0.3084, 0.0163], [0.5456, -0.0231, -0.0260], [0.9901, -0.5044, 1.1788], [0.9122, -0.9484, -1.0164], [0.9168, 1.4348, -0.0814]],
  "lowdin_spin": [1.00, 0.80, 0.13, 0.02, 0.02, 0.02]
}

=====

Number 5 is which compound? FH3OP2

=====

Copy entry 6 word for word.
{
  "formula": "FH3OSi",
  "method": "ωB97M-V/def2-TZVPD",
  "lumo_energy_ev": [0.80, -3.35],
  "spin_multiplicity": 3,
  "relative_energy_kj_mol": 279.9,
  "gap_ev": [10.325, 8.081],
  "symbols": ["O", "F", "Si", "H", "H", "H"],
  "positions_angstrom": [[-0.9983, 0.3494, -0.0713], [-2.3664, -0.3084, 0.0163], [0.5456, -0.0231, -0.0260], [0.9901, -0.5044, 1.1788], [0.9122, -0.9484, -1.0164], [0.9168, 1.4348, -0.0814]],
  "lowdin_spin": [1.00, 0.80, 0.13, 0.02, 0.02, 0.02]
}

=====

Which formula does entry 4 have? FH3NO4PPbS2